Record 1
ORCA calculation (ωB97M-V/def2-TZVPD) on a molecular structure, C2H15NO4.

Computed properties:
- Kohn-Sham gap (eV) = 10.9
- LUMO level (eV) = 0.63
- strongest force on any atom (eV/Å) = 1.6

Last column: natural (NBO) charge in e.
Cartesian coordinates (Å):
H  0.775  0.343  0.145  0.48
O  1.116  1.206  0.948  -1.11
N  0.753  -0.569  -0.751  -0.59
H  1.630  0.997  1.723  0.48
H  1.535  -0.260  -1.313  0.40
C  -0.497  -0.606  -1.512  -0.43
H  -0.868  0.360  -1.838  0.22
H  -0.525  -1.340  -2.317  0.19
H  -1.246  -0.913  -0.768  0.23
C  1.124  -1.888  -0.204  -0.42
H  1.479  -1.823  0.824  0.21
H  0.235  -2.518  -0.181  0.22
H  1.878  -2.390  -0.807  0.20
O  -1.240  1.314  1.861  -1.02
H  -0.307  1.350  1.430  0.51
H  -1.211  1.040  2.785  0.47
O  1.490  2.347  -1.532  -0.99
H  0.756  2.947  -1.661  0.47
H  1.442  2.096  -0.579  0.50
O  -2.670  -0.940  1.284  -1.00
H  -3.551  -0.627  1.093  0.46
H  -2.099  -0.124  1.371  0.50

Record 2
ORCA calculation (ωB97M-V/def2-TZVPD) on C3H4ClNO2 in the gas phase.

Computed properties:
- Kohn-Sham gap (eV) = 10.3
- LUMO level (eV) = 0.62
- strongest force on any atom (eV/Å) = 2.0

Last column: natural (NBO) charge in e.
Cartesian coordinates (Å):
O  -1.571  -1.248  -0.682  -0.56
C  -0.734  -0.753  -1.399  0.52
N  0.124  0.288  -1.035  -0.20
O  0.855  0.927  -2.012  -0.54
C  -0.237  1.185  0.036  -0.09
C  0.011  0.910  1.313  -0.19
Cl  0.599  -0.649  1.854  0.00
H  -0.547  -1.031  -2.498  0.12
H  1.796  0.776  -1.833  0.48
H  -0.698  2.144  -0.241  0.22
H  -0.109  1.653  2.161  0.24

Record 3
ORCA calculation (ωB97M-V/def2-TZVPD) on C4H5O2P in the gas phase.

Computed properties:
- Kohn-Sham gap (spin up / spin down) (eV) = 7.0 / 7.0
- LUMO level (spin up / spin down) (eV) = -1.16 / -1.16
- strongest force on any atom (eV/Å) = 3.9

Last column: natural (NBO) charge in e.
Cartesian coordinates (Å):
C  0.074  -0.231  -1.345  -0.43
C  1.019  -0.893  -0.490  -0.31
C  -0.873  0.685  -1.059  0.30
C  1.393  -0.856  0.750  0.22
O  -1.269  1.165  0.096  -0.73
O  0.244  0.620  2.072  -0.99
P  -1.164  0.292  1.588  1.13
H  0.190  -0.458  -2.395  0.23
H  1.631  -1.608  -1.053  0.29
H  -1.429  1.103  -1.895  0.18
H  2.051  -1.172  1.517  0.23
H  -1.868  1.353  2.212  -0.13

Record 4
ORCA calculation (ωB97M-V/def2-TZVPD) on a molecular structure, C24H22N6O2PdS2.

Computed properties:
- Kohn-Sham gap (spin up / spin down) (eV) = 7.6 / 5.8
- LUMO level (spin up / spin down) (eV) = -0.20 / -2.03
- multiplicity = 3
- strongest force on any atom (eV/Å) = 0.8

Last column: natural (NBO) charge in e.
Cartesian coordinates (Å):
Pd  2.105  -0.710  0.649  0.79
C  0.996  -1.831  4.520  -0.68
C  1.158  -1.630  3.052  0.24
N  2.287  -1.344  2.496  -0.20
N  3.434  -1.206  3.207  -0.45
C  4.378  -0.612  2.508  0.29
N  5.575  -0.466  3.109  -0.78
S  4.226  0.024  0.880  -0.14
C  0.002  -1.704  2.110  0.10
C  -1.296  -1.539  2.528  -0.10
C  -2.450  -1.242  1.649  -0.23
C  -2.426  -0.884  -0.531  -0.20
C  -0.967  -0.932  -1.017  -0.27
N  0.400  -1.733  0.820  -0.36
H  1.970  -1.832  4.998  0.27
H  0.484  -2.774  4.722  0.23
H  0.396  -1.023  4.944  0.23
H  5.659  -0.688  4.085  0.40
H  6.268  0.115  2.674  0.41
H  -1.457  -1.460  3.596  0.22
H  -3.354  -1.218  2.254  0.22
H  -3.143  -0.677  -1.321  0.23
H  -0.831  -0.992  -2.095  0.25
C  -1.993  5.084  -4.561  -0.63
C  -1.143  4.329  -3.575  -0.02
C  -0.333  3.273  -3.988  -0.17
C  0.465  2.592  -3.082  -0.18
C  0.445  2.967  -1.746  -0.35
C  -0.351  4.012  -1.312  -0.17
C  -1.141  4.686  -2.230  -0.22
S  1.502  2.102  -0.617  2.32
O  2.849  2.153  -1.113  -0.95
O  1.250  2.633  0.705  -0.98
N  0.987  0.562  -0.804  -0.98
C  -0.319  0.301  -0.409  0.23
C  -1.115  0.828  0.546  -0.32
C  -2.383  0.061  0.682  -0.20
C  -2.652  -2.127  0.369  -0.26
C  -1.534  -3.039  0.043  0.07
C  -1.508  -4.391  -0.096  -0.24
C  -0.387  -4.973  -0.703  -0.19
C  0.609  -4.127  -1.281  0.05
N  0.657  -2.843  -1.178  -0.38
C  -0.348  -2.210  -0.348  0.22
H  -1.990  4.600  -5.537  0.21
H  -1.622  6.103  -4.690  0.22
H  -3.026  5.154  -4.217  0.22
H  -0.324  2.984  -5.032  0.20
H  1.099  1.774  -3.396  0.24
H  -0.343  4.282  -0.264  0.24
H  -1.768  5.506  -1.896  0.21
H  -0.824  1.640  1.196  0.25
H  -3.273  0.664  0.853  0.22
H  -3.633  -2.597  0.339  0.23
H  -2.358  -4.995  0.198  0.22
H  -0.303  -6.044  -0.817  0.22
H  1.394  -4.587  -1.876  0.20

Record 5
ORCA calculation (ωB97M-V/def2-TZVPD) on 2 unconnected molecules or ions with the total composition C5H9NO2.

Computed properties:
- Kohn-Sham gap (eV) = 3.4
- LUMO level (eV) = -4.58
- strongest force on any atom (eV/Å) = 2.9

Last column: natural (NBO) charge in e.
Cartesian coordinates (Å):
O  1.446  -0.285  -2.363  -0.95
C  2.072  0.581  0.650  0.38
O  2.938  0.313  1.433  -0.57
C  0.904  -0.323  0.436  -0.48
C  -0.217  0.054  -0.477  -0.46
C  -1.554  -0.210  0.227  0.12
C  -2.073  0.763  1.066  -0.08
N  -2.011  -1.430  0.193  -0.42
H  2.105  1.410  -0.076  0.13
H  1.801  -0.555  -0.227  0.34
H  0.789  -0.966  1.297  0.24
H  -0.217  -0.637  -1.334  0.33
H  -0.138  1.046  -0.928  0.25
H  -2.846  0.518  1.796  0.20
H  -1.792  1.804  0.971  0.21
H  1.753  -0.587  -3.226  0.43
H  -2.959  -1.497  0.562  0.33

Record 6
ORCA calculation (ωB97M-V/def2-TZVPD) on a molecular structure, C2H7N3P.

Computed properties:
- Kohn-Sham gap (spin up / spin down) (eV) = 6.5 / 6.8
- charge = +1
- LUMO level (spin up / spin down) (eV) = -3.26 / -7.76
- multiplicity = 3
- strongest force on any atom (eV/Å) = 6.9

Last column: natural (NBO) charge in e.
Cartesian coordinates (Å):
C  -0.796  -0.401  0.020  0.27
C  0.512  1.410  0.029  -0.49
N  2.353  -0.682  0.518  -0.72
N  -0.833  0.895  0.211  -0.59
N  -1.803  -1.226  0.078  -0.79
P  1.160  -0.283  -0.363  1.08
H  0.577  2.165  -0.757  0.25
H  0.962  1.799  0.947  0.25
H  2.859  -1.543  0.383  0.40
H  -1.632  1.467  0.469  0.43
H  -1.686  -2.212  -0.107  0.43
H  -2.737  -0.913  0.321  0.42
H  1.063  -0.477  -1.747  0.05

Record 7
ORCA calculation (ωB97M-V/def2-TZVPD) on a molecular structure, C38H31ClEuN8O8S2.

Computed properties:
- Kohn-Sham gap (spin up / spin down) (eV) = 6.5 / 7.1
- charge = -1
- LUMO level (spin up / spin down) (eV) = 1.35 / 1.87
- multiplicity = 7
- strongest force on any atom (eV/Å) = 3.5

Last column: Mulliken charge in e.
Cartesian coordinates (Å):
Eu  -0.819  -1.068  0.577  0.39
C  -1.143  -3.073  3.615  -1.33
N  -0.638  -1.664  3.243  0.85
C  0.711  -1.453  3.682  -0.56
C  1.718  -2.284  2.854  -1.89
N  2.238  -1.655  1.598  1.84
C  3.065  -0.540  2.002  -1.94
C  2.768  -2.590  0.686  -0.15
C  4.091  -2.509  0.251  -0.34
C  4.565  -3.333  -0.768  -0.88
C  3.671  -4.134  -1.458  -0.67
C  2.374  -4.225  -1.030  -0.80
C  1.874  -3.517  0.059  0.49
S  0.180  -3.735  0.414  -0.44
C  -1.639  -0.679  3.661  0.66
C  -1.321  0.361  4.520  -0.65
C  -2.278  1.233  4.922  -0.73
C  -3.593  1.118  4.560  -0.89
C  -3.917  0.243  3.543  -0.61
C  -2.943  -0.671  3.018  0.38
S  -3.303  -1.759  1.661  -0.44
H  -0.986  -3.085  4.681  0.38
H  -0.575  -3.858  3.129  0.33
H  -2.186  -3.094  3.402  0.42
H  0.759  -1.821  4.726  0.50
H  0.891  -0.418  3.637  0.21
H  1.326  -3.254  2.586  0.60
H  2.546  -2.584  3.519  0.33
H  3.490  -0.072  1.141  0.47
H  3.951  -0.891  2.613  0.31
H  2.437  0.121  2.518  0.54
H  4.738  -1.724  0.585  0.40
H  5.613  -3.298  -1.142  0.29
H  3.967  -4.672  -2.387  0.36
H  1.673  -4.853  -1.571  0.44
H  -0.308  0.430  4.882  0.46
H  -2.034  1.921  5.740  0.35
H  -4.338  1.801  4.928  0.40
H  -4.851  0.273  3.015  0.50
O  1.543  5.066  1.810  -0.59
C  1.844  4.984  0.465  0.10
O  2.661  5.705  -0.073  -0.59
C  1.211  3.870  -0.285  -0.09
C  1.093  3.736  -1.639  0.37
Cl  1.304  4.914  -2.828  -0.19
N  0.540  2.545  -1.962  0.03
N  0.319  1.833  -0.841  0.94
C  0.723  2.595  0.176  0.11
C  0.468  1.988  1.491  -0.07
O  0.445  2.728  2.465  -1.07
O  0.436  0.742  1.572  0.77
C  0.122  1.997  -3.208  -0.17
C  -1.218  1.740  -3.318  -0.31
C  -1.617  1.041  -4.484  -0.71
C  -0.668  0.598  -5.390  -0.69
C  0.644  1.042  -5.304  -0.72
C  1.081  1.727  -4.203  -0.13
H  1.054  4.264  2.113  0.45
H  -1.924  2.119  -2.566  0.56
H  -2.642  0.755  -4.564  0.48
H  -1.048  -0.025  -6.159  0.50
H  1.303  0.631  -6.077  0.32
H  2.099  2.064  -3.957  0.45
O  -5.310  2.237  -2.222  -0.60
C  -5.144  2.870  -1.083  0.44
O  -5.845  3.742  -0.652  -0.63
C  -3.962  2.454  -0.233  0.30
C  -3.529  3.122  0.941  -1.01
N  -2.552  2.313  1.470  0.11
N  -2.329  1.162  0.771  0.94
C  -3.168  1.248  -0.249  -0.02
C  -3.118  0.164  -1.288  0.13
O  -3.921  0.132  -2.227  -0.85
O  -2.137  -0.661  -1.192  -0.22
H  -4.772  1.341  -2.340  0.42
H  -3.921  3.987  1.434  0.56
H  -1.977  2.507  2.310  -0.08
N  0.308  -3.718  -5.513  -0.59
C  0.804  -3.079  -4.700  -0.59
C  1.311  -2.205  -3.666  0.63
C  2.563  -1.604  -3.698  -0.12
C  2.918  -0.834  -2.623  -1.16
C  2.053  -0.732  -1.561  -0.14
N  0.855  -1.208  -1.558  1.90
C  0.461  -1.998  -2.601  -0.85
H  3.195  -1.889  -4.554  0.47
H  3.926  -0.366  -2.543  0.26
H  2.295  -0.192  -0.657  0.13
H  -0.556  -2.443  -2.613  0.27

Record 8
ORCA calculation (ωB97M-V/def2-TZVPD) on C5H8OS2 in the gas phase.

Computed properties:
- Kohn-Sham gap (eV) = 9.4
- LUMO level (eV) = 0.52
- strongest force on any atom (eV/Å) = 2.5

Last column: natural (NBO) charge in e.
Cartesian coordinates (Å):
O  -0.582  -2.030  1.472  -0.73
C  -0.342  -0.659  1.165  -0.10
C  0.422  -0.530  -0.146  -0.17
C  -0.477  -0.654  -1.374  -0.52
S  -1.191  1.044  -1.389  0.11
C  0.162  1.827  -0.188  -0.45
C  1.182  0.725  -0.421  -0.37
S  2.169  -0.587  0.298  0.24
H  -0.914  -2.124  2.336  0.47
H  0.285  -0.251  1.961  0.18
H  -1.314  -0.164  1.051  0.18
H  -1.272  -1.386  -1.276  0.24
H  0.108  -0.843  -2.275  0.23
H  -0.200  1.883  0.810  0.21
H  0.434  2.823  -0.569  0.23
H  1.530  0.925  -1.455  0.23

- Which value of strongest force on any atom does entry 8 give?
  2.5 eV/Å

- Among the records above, which one has the highest strongest force on any atom?
  C2H7N3P

- What is the formula in the sixth record?
  C2H7N3P

- The highest strongest force on any atom belongs to which entry?
  C2H7N3P